(1)
14
Properties=species:S:1:pos:R:3 method="wB97M-V/def2-TZVPD" gap_ha=0.3515 homo_energy_ha=-0.32209 total_charge=0
C -0.07 1.06 -0.97
C -1.13 0.43 0.03
C -0.63 -0.95 0.27
C 0.88 -0.93 0.54
H -0.24 0.80 -1.99
H 0.04 2.12 -0.77
H -2.16 0.32 -0.45
H -1.16 1.05 0.94
H -1.16 -1.39 1.12
H -0.85 -1.65 -0.57
H 1.21 -0.69 1.53
H 1.43 -1.81 0.31
O 2.24 1.25 0.50
S 1.59 0.40 -0.50

=====

(2)
22
Properties=species:S:1:pos:R:3 method="wB97M-V/def2-TZVPD" gap_ha=0.3436 homo_energy_ha=-0.46356 total_charge=+1
C 0.50 1.63 0.41
N 1.64 1.05 1.25
C -0.35 0.41 -0.10
N -1.30 0.78 -1.27
C -2.31 -0.37 -1.58
C -1.17 -0.21 1.03
H -0.15 2.24 1.10
H 0.86 2.16 -0.48
H 1.25 0.64 2.10
H 2.56 1.47 1.28
H 0.29 -0.38 -0.59
H -1.71 1.74 -0.99
H -0.75 0.90 -2.16
H -2.09 -1.32 -1.12
H -3.21 0.02 -1.02
H -2.57 -0.42 -2.66
H -0.76 -0.18 2.10
H -2.20 0.34 1.04
H -1.35 -1.28 0.98
H 2.61 -3.51 -0.23
H 3.60 -2.72 0.53
O 2.65 -2.66 0.21

=====

(3)
9
Properties=species:S:1:pos:R:3 method="wB97M-V/def2-TZVPD" gap_ha=0.3521 smiles="[H]/N=P/NC" homo_energy_ha=-0.33051 total_charge=0
C -0.12 -0.92 1.20
N 0.26 1.49 -1.82
N 0.13 0.00 0.16
P -0.47 0.18 -1.47
H -0.66 -1.62 0.68
H 0.89 -1.43 1.56
H -0.59 -0.29 2.01
H 0.13 1.73 -2.86
H 0.44 0.87 0.53

=====

(4)
45
Properties=species:S:1:pos:R:3 method="wB97M-V/def2-TZVPD" gap_ha=0.3442 smiles="O=C(CNC(=O)C1CCCCC1)OCn1nnc2ccccc2c1=O" homo_energy_ha=-0.33461 total_charge=0
O -1.43 0.94 -0.80
C -0.67 0.01 -0.84
O 0.66 0.11 -1.06
C 1.24 1.38 -1.02
N 0.59 2.34 -1.90
N 0.29 3.50 -1.32
N -0.31 4.40 -1.92
C -0.74 4.22 -3.22
C -1.45 5.24 -3.85
C -1.88 5.06 -5.15
C -1.61 3.87 -5.83
C -0.90 2.86 -5.22
C -0.46 3.03 -3.91
C 0.29 1.98 -3.22
O 0.64 0.92 -3.68
H -0.68 1.94 -5.73
H -1.95 3.75 -6.85
H -2.44 5.84 -5.64
H -1.66 6.14 -3.30
H 2.28 1.22 -1.34
H 1.19 1.80 -0.01
C -1.10 -1.45 -0.88
N -0.43 -2.20 0.16
C -0.03 -1.59 1.29
O -0.15 -0.39 1.43
C 0.55 -2.51 2.35
C 1.64 -1.78 3.14
C 2.17 -2.66 4.27
C 1.03 -3.07 5.20
C -0.05 -3.81 4.42
C -0.59 -2.93 3.29
H -1.04 -2.03 3.71
H -1.36 -3.46 2.73
H 0.36 -4.73 3.99
H -0.87 -4.09 5.08
H 1.41 -3.72 5.99
H 0.60 -2.18 5.66
H 2.93 -2.11 4.83
H 2.64 -3.55 3.85
H 2.46 -1.51 2.47
H 1.22 -0.86 3.54
H 0.97 -3.40 1.87
H -0.35 -3.20 0.05
H -0.81 -1.85 -1.86
H -2.19 -1.49 -0.77